A cluster of 2 separate species, C22H17F4 in total in a non-equilibrium geometry, computed with the ωB97M-V functional and the def2-TZVPD basis.

Geometry as XYZ:
```
43
Properties=species:S:1:pos:R:3:forces:R:3
F 4.2350 -3.2793 -2.5560 -0.05 1.05 0.38
C 4.1900 -2.0242 -2.0077 -0.42 -0.54 -0.07
C 5.3891 -1.4343 -1.6372 0.10 0.63 0.35
C 5.3015 -0.1646 -1.0539 0.36 -0.02 0.14
F 6.4553 0.4648 -0.6536 -1.03 -0.64 -0.42
C 4.0949 0.4887 -0.8432 -0.75 0.00 -0.13
C 2.8863 -0.1345 -1.2407 0.86 -1.13 -0.47
C 1.5933 0.5476 -1.1581 -0.99 0.36 0.25
C 0.3873 0.0343 -1.4875 1.13 -0.23 -0.08
C -0.8681 0.8406 -1.5586 -0.37 0.52 0.75
C -2.1488 0.2306 -2.0629 -0.54 -0.73 0.13
C -3.1334 0.9834 -2.7112 0.31 0.39 0.04
C -4.3085 0.3685 -3.1196 -0.79 -0.24 -0.46
F -5.2333 1.1083 -3.8242 0.97 -0.72 0.86
C -4.6013 -0.9850 -2.8762 1.05 0.85 0.23
C -3.6328 -1.6700 -2.1399 -0.47 -0.56 0.01
F -3.8860 -2.9853 -1.8194 0.29 1.24 -0.20
C -2.4428 -1.0931 -1.7081 -0.11 -0.11 0.01
C 2.9438 -1.4211 -1.8330 0.95 0.56 0.30
H 6.3551 -1.9207 -1.7709 -0.35 0.10 -0.02
H 4.0641 1.4927 -0.4050 0.18 -0.44 -0.18
H 1.6471 1.5838 -0.7883 -0.07 -0.26 -0.47
H 0.2991 -1.0368 -1.6790 0.05 0.30 -0.28
H -0.6967 1.8245 -1.9788 0.09 0.07 -0.43
H -2.9961 2.0669 -2.8219 -0.09 -0.56 -0.35
H -5.5049 -1.4489 -3.2336 -0.07 -0.05 0.01
H -1.7870 -1.6430 -1.0247 -0.17 -0.02 -0.56
H 2.0494 -1.9115 -2.1835 0.11 -0.13 -0.06
H -1.0989 1.0583 -0.5264 -0.20 0.34 0.77
C -2.0604 1.3656 3.1998 0.16 0.06 -1.72
C -1.8809 -0.0154 3.0797 -0.10 -0.74 0.59
C -1.0257 -0.8022 3.8634 0.78 -0.24 -0.27
C -0.0267 -0.3722 4.7508 -0.06 -0.03 0.34
C 0.5601 0.8963 4.7819 -0.03 -0.02 0.26
C 0.2600 1.9572 3.9183 0.55 -0.34 -0.43
C -0.8837 2.1203 3.1196 0.54 0.54 0.68
H -3.0253 1.8184 2.9129 0.67 -0.29 -0.28
H -2.4492 -0.5049 2.2656 -0.31 0.09 1.06
H -1.0968 -1.8930 3.7499 -0.19 0.53 -0.01
H 0.4614 -1.1013 5.4291 -0.57 0.28 -0.70
H 1.4189 0.9761 5.4759 -0.53 0.25 -0.65
H 1.0490 2.7185 3.8268 -0.55 -0.22 0.03
H -0.8537 2.8960 2.3300 -0.35 0.11 1.06
```
Forces are in eV/Å.

HOMO-LUMO gap (Ha): 0.1770
Energy relative to the best compared isomer or geometry (same formula, charge and spin) (kJ/mol): 133.1
Total charge: +1
Total energy (eV): -33949.5272

Results of the Mulliken charge analysis, in e, for atoms 1 through 8: F -0.305; C 0.476; C -0.712; C 0.454; F -0.306; C -0.905; C 1.077; C -0.422

---

A structure of composition C11H28Cl2NOPV in a non-equilibrium geometry, computed with the ωB97M-V functional and the def2-TZVPD basis.

Geometry as XYZ:
```
45
Properties=species:S:1:pos:R:3:forces:R:3
V -0.0774 0.1708 1.6791 -0.68 -0.04 -0.51
Cl 1.8109 -0.9104 2.1448 0.49 0.00 0.81
Cl -2.2182 -0.3457 1.1404 -0.26 0.02 0.66
H -0.4659 2.0440 2.6460 0.26 -0.10 0.09
H -0.1745 1.7262 3.2873 -0.16 -0.21 -0.50
P 0.0210 0.2109 -1.1291 0.58 0.64 -1.61
C 1.6541 -0.3307 -1.9409 -0.40 -0.07 0.42
C -1.2274 -0.6219 -2.2528 -0.23 -0.25 -0.33
C -0.0018 1.9603 -1.8425 0.11 -0.05 0.64
C 2.1728 -1.4620 -1.0668 0.27 -0.01 0.68
H 2.2421 0.5901 -1.8205 0.20 -0.30 0.09
C 1.6733 -0.7233 -3.4212 -0.11 0.04 0.10
H 1.0914 -1.6341 -3.6015 0.15 0.09 0.04
H 2.7129 -0.9231 -3.7248 -0.30 0.07 0.06
H 1.2610 0.0645 -4.0522 0.18 -0.24 -0.08
H 2.0996 -1.1816 0.0053 0.21 -0.38 -1.08
H 3.2215 -1.7342 -1.2580 -0.27 0.03 -0.19
H 1.5328 -2.3435 -1.2167 0.31 0.06 0.07
H 0.9858 2.3182 -1.5147 -0.21 0.16 -0.03
C -1.0873 2.7364 -1.0993 -0.22 0.18 -0.01
C -0.0966 2.1342 -3.3647 -0.23 -0.05 -0.03
H 0.8414 1.8916 -3.8647 -0.07 0.15 0.09
H -0.3541 3.1731 -3.6234 0.11 -0.24 0.18
H -0.8718 1.4939 -3.8032 0.11 0.23 0.07
H -0.9737 2.6250 -0.0072 -0.09 0.11 -0.41
H -2.0659 2.3245 -1.3820 0.17 0.35 0.26
H -1.0682 3.8085 -1.3544 -0.01 -0.32 0.08
C -1.2955 -2.1298 -1.9983 -0.04 -0.12 0.07
H -0.8151 -0.4658 -3.2593 -0.07 -0.05 0.24
C -2.6571 -0.0566 -2.2311 -0.06 -0.09 0.20
H -0.3528 -2.6323 -2.2499 -0.22 0.07 0.24
H -2.0876 -2.5874 -2.6241 0.36 0.24 0.34
H -1.5412 -2.2822 -0.9382 0.06 -0.29 -0.28
H -2.9870 0.0086 -1.1878 -0.17 0.14 -0.39
H -3.3353 -0.7551 -2.7571 0.33 0.31 0.17
H -2.7420 0.9222 -2.7174 0.02 -0.22 0.17
C 1.6117 -1.0827 6.0189 0.18 -0.22 -0.04
C 0.2252 -0.5445 5.8300 -0.51 -0.07 -0.59
N -0.5291 -0.6279 6.9621 -0.37 0.31 0.37
O -0.2445 -0.1822 4.7445 0.40 -0.32 1.15
H 1.7248 -1.5578 7.0208 0.12 0.53 -0.77
H 2.3273 -0.2732 5.8337 0.07 -0.40 0.08
H 1.7155 -1.8569 5.2433 0.27 0.32 0.22
H -1.5124 -0.4611 6.8486 -0.17 0.35 0.07
H -0.1428 -0.4969 7.8988 -0.10 -0.37 -0.79
```
Forces are in eV/Å.

HOMO-LUMO gap (spin up / spin down) (Ha): 0.3104 / 0.2921
Energy relative to the best compared isomer or geometry (same formula, charge and spin) (kJ/mol): 0.0
Multiplicity: 2
Total energy (eV): -75420.7752

Results of the Mulliken charge analysis, in e, for atoms 1 through 8: V 0.168; Cl -0.692; Cl -0.519; H -0.029; H 0.107; P 0.803; C 0.360; C 0.779

---

A structure of composition CF3O3RbS in a non-equilibrium geometry, computed with the ωB97M-V functional and the def2-TZVPD basis.

Geometry as XYZ:
```
9
Properties=species:S:1:pos:R:3:forces:R:3
Rb 0.0268 2.6103 -3.3190 0.01 0.04 0.14
C -0.1695 -0.5801 1.3345 -1.16 -0.01 2.55
F 0.2223 0.4458 2.1765 -0.59 -2.06 -2.50
F 0.5088 -1.6962 1.6445 -1.35 1.74 -0.71
F -1.5377 -0.6963 1.4333 2.76 -0.15 -0.25
S 0.1994 -0.0750 -0.5287 4.47 3.79 -0.24
O -0.4983 1.1820 -0.7917 0.09 -1.26 0.25
O 1.6846 0.0353 -0.6775 -3.72 -0.88 0.51
O -0.4363 -1.2258 -1.2719 -0.51 -1.20 0.25
```
Forces are in eV/Å.

HOMO-LUMO gap (spin up / spin down) (Ha): 0.4267 / 0.2217
Multiplicity: 2
Total charge: +1
Total energy (eV): -26813.0070

Results of the Mulliken charge analysis, in e, for atoms 1 through 8: Rb 0.981; C 0.594; F -0.137; F -0.114; F -0.143; S 1.091; O -0.577; O -0.504

---

A structure of composition C15H27BrFKN3O5S in a non-equilibrium geometry, computed with the ωB97M-V functional and the def2-TZVPD basis.

Geometry as XYZ:
```
54
Properties=species:S:1:pos:R:3:forces:R:3
C 1.6260 -0.8669 3.1559 -1.13 0.21 -0.07
C 0.6690 -0.5670 1.8688 0.72 0.34 1.85
O 1.5065 -0.3545 0.7029 -1.98 -0.16 0.60
C 0.7504 0.0355 -0.4836 2.61 0.04 -0.91
C -0.8446 0.0966 -0.4353 -0.64 -0.63 -0.18
C -1.5446 0.6190 -1.7804 -0.40 1.06 0.09
C -3.1609 0.7091 -1.6825 -0.61 -0.46 -0.78
C -3.8178 -0.5073 -0.8742 1.24 0.21 -0.37
N -5.3091 -0.5994 -0.9927 1.16 -1.12 0.92
C -5.7283 -1.5019 0.1187 -1.34 1.80 2.13
N -6.2686 -0.9716 1.2085 1.26 -1.73 -2.89
N -5.5027 -2.9710 0.0424 0.06 2.16 -0.26
C 1.5743 1.3288 -0.9910 -3.22 1.54 -2.41
C 1.5120 2.6898 -0.1628 0.95 -0.55 0.78
C 2.2108 2.6588 1.2784 -1.49 2.02 0.89
C 2.4114 4.2024 1.7740 1.42 -0.68 -0.10
Br 4.0135 1.8258 1.3283 -0.72 0.13 -0.06
O 2.8499 0.9383 -1.6223 -1.32 -2.01 -0.58
C 2.4615 -0.1686 -2.4767 0.43 0.54 -2.01
O 2.8567 -0.3728 -3.6289 -1.43 0.74 4.98
C 1.3757 -0.9969 -1.5797 -0.86 -0.31 -1.53
F 0.4319 -1.7455 -2.3788 2.01 1.88 1.67
S 2.3950 -2.4288 -0.8732 -1.69 -6.79 -1.84
C 4.0703 -1.9052 -0.2954 1.38 0.27 1.01
O 1.6212 -3.2559 0.1362 2.12 3.30 -1.03
O 2.6315 -3.3531 -2.0620 0.24 3.56 2.68
H 2.7027 -0.5306 2.9714 -1.49 -0.52 0.17
H 1.5200 -1.9637 3.4611 0.49 1.47 -0.54
H 1.1993 -0.2539 4.0374 0.85 -0.97 -1.36
H 0.1410 0.4282 2.1268 0.49 -1.72 -0.62
H -0.0513 -1.4387 1.7306 0.88 1.31 0.06
H -1.2169 -0.9806 -0.2341 0.71 1.72 -0.25
H -1.2605 0.7552 0.4196 1.07 -1.02 -1.27
H -1.1849 1.7059 -1.9367 -0.50 -1.73 -0.03
H -1.3145 0.0117 -2.7160 0.04 0.68 1.47
H -3.5671 0.6336 -2.7645 0.71 0.20 1.69
H -3.5305 1.7313 -1.3000 0.71 -1.60 -0.26
H -3.3717 -1.4859 -1.2915 -0.59 1.44 0.72
H -3.5087 -0.3879 0.2274 -0.37 -0.31 -1.36
H -5.6965 0.3472 -0.8812 0.01 -0.75 0.25
H -6.3231 0.0569 1.1077 0.12 -0.66 -0.03
H -5.9367 -3.3616 -0.8050 0.55 0.37 0.42
H -4.4916 -3.1803 0.0766 -0.90 0.12 -0.20
H 0.9679 1.6113 -1.9416 0.64 -0.17 1.50
H 0.4004 2.9612 0.0094 1.71 -0.62 -0.33
H 1.9715 3.5667 -0.7524 -0.60 -1.60 0.69
H 1.5620 2.1709 2.0930 1.13 0.24 -1.55
H 1.5822 4.8893 1.4013 1.06 -1.01 0.57
H 2.5515 4.2676 2.9179 -0.51 -0.18 -1.85
H 3.4374 4.5140 1.3385 -1.87 -0.10 0.54
H 4.1258 -2.1474 0.8374 -2.11 2.25 -3.69
H 4.9174 -2.5341 -0.7944 -1.98 0.82 0.33
H 4.3366 -0.8114 -0.4813 -0.77 -1.31 0.35
K 5.2475 -3.1125 1.8483 1.75 -1.75 2.00
```
Forces are in eV/Å.

HOMO-LUMO gap (Ha): 0.2563
Total charge: +1
Total energy (eV): -130607.9849

Results of the Mulliken charge analysis, in e, for atoms 1 through 8: C -1.054; C -0.177; O 0.152; C 1.512; C -1.008; C -0.498; C -0.873; C -0.509

---

A cluster of 2 separate species, C4H7ClO2S in total in a non-equilibrium geometry, computed with the ωB97M-V functional and the def2-TZVPD basis.

Geometry as XYZ:
```
15
Properties=species:S:1:pos:R:3:forces:R:3
C 1.0081 -0.7436 -0.0597 1.38 0.44 -4.02
C 2.4567 -1.0821 -0.5318 -1.73 -1.31 2.03
C -1.3983 2.0221 -0.2117 2.02 -1.08 2.17
C -2.0539 -0.3274 0.7370 -0.55 -2.44 1.08
O 0.6341 -1.2279 1.0490 -2.54 -1.32 3.08
O 0.3086 -0.0429 -0.7654 0.46 -0.60 -0.20
S -2.7503 0.9146 -0.0335 -1.58 2.08 -1.39
Cl -3.1038 -1.6440 1.0470 0.68 -0.12 0.30
H 2.6643 -1.4896 -1.4904 -1.01 -0.93 -0.90
H 2.8872 -0.1682 -0.6566 1.51 2.80 0.27
H 2.9528 -1.6703 0.2244 0.33 -0.04 0.17
H -1.5641 2.8677 -0.8026 -0.55 1.02 -0.97
H -0.5645 1.3731 -0.5140 -0.56 0.94 -0.60
H -1.0671 2.3011 0.8058 -0.43 0.43 -0.32
H -0.4098 -1.0825 1.2024 2.57 0.12 -0.69
```
Forces are in eV/Å.

HOMO-LUMO gap (spin up / spin down) (Ha): 0.2853 / 0.2739
Energy relative to the best compared isomer or geometry (same formula, charge and spin) (kJ/mol): 0.0
Multiplicity: 3
Total energy (eV): -31709.6552

Results of the Mulliken charge analysis, in e, for atoms 1 through 8: C 0.852; C -1.134; C -0.649; C 0.039; O -0.410; O -0.619; S -0.107; Cl -0.150

---

A cluster of 3 separate species, C8H21ClNO2P in total in a non-equilibrium geometry, computed with the ωB97M-V functional and the def2-TZVPD basis.

Geometry as XYZ:
```
34
Properties=species:S:1:pos:R:3:forces:R:3
H 2.5189 -0.0151 0.1457 -0.35 -0.05 -0.18
N 1.7161 -0.6520 0.2419 0.34 -0.52 0.84
C 1.8145 -1.1854 1.4025 0.58 -0.33 0.37
C 2.9708 -0.7987 2.3907 -1.44 -0.54 -0.11
C 0.7731 -2.2170 1.9304 -0.44 1.17 -1.40
P -0.5221 -1.2196 2.9174 0.68 0.10 1.19
C -0.6968 0.4190 2.0318 -0.45 0.09 -0.92
Cl -2.2987 -2.3630 2.6650 0.73 0.69 -0.51
H 2.6270 0.1180 2.9314 0.56 -0.56 -0.40
H 3.0527 -1.6093 3.1467 0.31 0.60 -0.46
H 3.9130 -0.6483 1.8282 -0.54 0.04 0.51
H 0.2235 -2.6526 1.0658 0.57 0.18 0.46
H 1.2368 -3.0147 2.5429 -0.41 0.63 -0.19
H -1.0472 0.3286 0.9715 0.11 0.16 0.91
H 0.2621 0.9915 1.9689 -0.51 -0.85 0.31
H -1.3798 1.0707 2.6320 0.33 -0.75 -0.54
C -4.7169 0.3623 -0.3117 -0.02 -0.13 0.00
C -4.1420 1.1633 0.8406 -0.17 0.19 -0.38
O -3.2105 2.1271 0.3552 0.22 -0.07 0.27
H -3.9199 -0.1439 -0.8598 -0.01 -0.02 0.09
H -5.4273 -0.3852 0.0470 -0.01 0.02 -0.05
H -5.2273 1.0185 -1.0219 -0.08 -0.02 0.07
H -3.6151 0.5084 1.5353 0.08 0.12 -0.03
H -4.9351 1.6824 1.3892 -0.05 -0.15 0.09
H -3.6824 2.7059 -0.2502 0.03 0.02 -0.03
C 3.3840 0.2134 -4.0495 0.08 0.03 -0.10
C 2.2196 1.0333 -3.5261 0.06 -0.39 0.26
O 1.1832 0.1850 -3.0491 -0.04 0.10 -0.17
H 3.0553 -0.4450 -4.8556 -0.02 0.08 -0.01
H 4.1811 0.8591 -4.4251 0.02 -0.05 0.02
H 3.7925 -0.4246 -3.2611 0.04 0.09 0.02
H 1.8017 1.6526 -4.3205 -0.10 -0.05 0.08
H 2.5430 1.6898 -2.7103 0.09 0.14 -0.12
H 1.5520 -0.3547 -2.3392 -0.21 0.03 0.11
```
Forces are in eV/Å.

HOMO-LUMO gap (Ha): 0.3375
Structure (SMILES): [H]/N=C(\C)CP(C)Cl.CCO.CCO
Total energy (eV): -36032.3091

Results of the Mulliken charge analysis, in e, for atoms 1 through 8: H 0.174; N -0.385; C 0.340; C -1.222; C -0.724; P 0.172; C -0.899; Cl -0.276